The following is a DFT calculation (wB97M-V/def2-TZVPD) of a cluster of 8 separate species, C14H41N15O12 in total.

Properties
- frontier orbital gap (eV) = 9.07
- LUMO energy (eV) = 0.28
- SMILES = CNCOC(=O)OCCOC(C)=O.NC(N)=O.NC(N)=O.NC(N)=O.NC(N)=O.NC(N)=O.NC(N)=O.NC(N)=O

Structure (ORCA input):
```
! RIJCOSX wB97M-V def2-TZVPD def2/J DEFGRID3
* xyz 0 1
C 5.62185 -1.06350 3.62513
N 5.80916 -1.30065 2.11208
C 4.44148 -1.73933 1.63863
O 4.42754 -2.95961 0.81449
C 3.67710 -4.05093 1.46252
O 4.35633 -4.74762 2.41579
O 2.30806 -4.48322 1.14138
C 1.31758 -3.41579 1.35109
C 0.48643 -3.53286 2.77245
O -0.58545 -2.53878 2.93627
C -0.06623 -1.16828 3.06563
C -0.77930 0.10882 2.32216
O 1.05853 -0.89504 3.77760
H 5.52039 -2.14946 4.10203
H 4.64232 -0.45541 3.87035
H 6.51860 -0.44809 4.05843
H 5.92187 -0.31974 1.72915
H 3.75123 -1.97229 2.58369
H 3.90151 -0.88365 1.01085
H 0.49186 -3.49923 0.49271
H 1.73875 -2.32502 1.27842
H 1.21628 -3.53778 3.70517
H -0.04206 -4.60028 2.78762
H -1.93983 -0.04583 2.34458
H -0.41688 1.07878 2.86750
H -0.43005 0.16770 1.20149
C 5.40402 2.65811 5.01058
O 5.50698 1.65394 4.32409
N 5.05829 2.62160 6.31061
N 5.62665 3.89591 4.53189
H 4.97081 3.44282 6.88455
H 4.88070 1.71298 6.71605
H 5.88936 3.97471 3.55911
H 5.54451 4.72921 5.08911
C 7.16143 3.79916 0.56883
O 6.46055 4.31257 1.42638
N 7.32600 2.46792 0.46089
N 7.83526 4.51613 -0.34919
H 7.90097 2.03529 -0.24176
H 6.83906 1.88656 1.12904
H 7.74298 5.52181 -0.30869
H 8.41508 4.10278 -1.05952
C -1.73128 -0.08876 -1.54336
O -0.77287 0.45311 -1.01606
N -2.90909 0.53393 -1.73299
N -1.70005 -1.35964 -1.98465
H -3.70433 0.09649 -2.16621
H -2.98144 1.49145 -1.41765
H -0.83564 -1.86938 -1.86425
H -2.48397 -1.81498 -2.42028
C -4.70339 4.01888 -1.78521
O -4.46670 2.82509 -1.88031
N -5.22675 4.74202 -2.79224
N -4.46329 4.72392 -0.66444
H -5.42537 5.72556 -2.72394
H -5.42477 4.25573 -3.65585
H -4.06968 4.22365 0.12063
H -4.65472 5.70737 -0.57608
C -4.92745 1.81799 1.72949
O -3.99407 2.55627 2.00143
N -5.49060 0.99107 2.62949
N -5.48101 1.76173 0.50423
H -6.25959 0.37924 2.41551
H -5.10867 0.99761 3.56522
H -5.09161 2.36533 -0.20680
H -6.24997 1.15711 0.27019
C -3.66167 -4.33441 -3.29564
O -2.72829 -3.59613 -3.02370
N -4.22482 -5.16133 -2.39564
N -4.21523 -4.39068 -4.52090
H -4.99381 -5.77316 -2.60962
H -3.84289 -5.15479 -1.45991
H -3.82583 -3.78707 -5.23193
H -4.98419 -4.99529 -4.75494
C -4.17401 -1.72380 -7.53382
O -3.73860 -2.52674 -6.72393
N -3.38220 -0.89284 -8.23630
N -5.48665 -1.59423 -7.80033
H -3.73095 -0.22807 -8.90557
H -2.38699 -0.95293 -8.07058
H -6.12207 -2.19771 -7.29676
H -5.85527 -0.93601 -8.46554
*
```

Mulliken atomic charge list, values in e, 5 entries:
1. C -0.714
2. N -0.410
3. C -0.137
4. O -0.318
5. C 0.600

=====

The following is a DFT calculation (wB97M-V/def2-TZVPD) of a structure of composition C21H32LiN4P.

Properties
- frontier orbital gap (eV) = 1.81
- LUMO energy (eV) = 2.72

Structure (ORCA input):
```
! RIJCOSX wB97M-V def2-TZVPD def2/J DEFGRID3
* xyz -2 1
Li 0.49392 -3.32759 -4.93929
C 3.23664 -1.34935 -2.45457
C 2.03736 -0.59502 -2.94721
N 0.94954 -0.76385 -2.08536
C -0.21709 0.12574 -2.34170
C -1.16622 -0.94875 -0.03422
C -2.07196 -1.25751 1.00413
C -2.15917 -2.46843 1.85739
C -1.09789 -3.32036 1.69159
C -0.37814 -3.10058 0.49355
C 0.67594 -3.98043 0.02045
N 1.95620 -4.15581 0.26417
C 2.89470 -4.59330 -0.72398
C 3.58607 -3.30848 -1.29545
N 3.01821 -2.74931 -2.20350
N -0.51762 -2.17812 -0.36104
H 3.53599 -1.16469 -1.34055
H 4.15792 -1.15937 -2.82138
H 1.59863 -1.11966 -3.78438
H 2.09366 0.45571 -3.49889
H 0.60662 -1.55127 -2.51881
H -0.92934 -0.11653 -3.23178
H -0.01685 1.10021 -2.76721
H -2.97375 -0.46581 0.92015
H -2.72050 -2.52497 2.72486
H -0.98066 -4.26783 2.40796
H -0.63601 -2.28810 -5.42602
H 0.46082 -4.03579 -1.02594
H 8.13530 0.42819 -3.59070
H 2.24759 -5.02277 -1.38715
H 3.63262 -5.26808 -0.31239
H 0.50769 0.38281 6.45322
H 3.90304 -2.58764 -0.39595
H 6.37359 8.23457 3.26295
C 0.17313 3.08123 2.15770
P -0.30728 2.09844 3.58204
C -1.75927 2.82663 3.86527
C 1.12725 2.09954 4.58167
H -0.97599 3.84042 1.89692
H -0.13144 2.42079 1.30556
H 0.88867 3.85124 2.28837
H -1.64840 3.82046 4.02204
H -0.15025 0.89567 -0.31346
H -2.41447 2.35191 4.53115
H 1.57393 1.10288 4.79184
H 6.24526 7.78781 2.51286
H -0.88022 0.35532 2.86796
C -0.91303 0.32999 -0.66092
C -2.14229 1.27604 -0.75698
C -2.70916 1.82359 0.41617
C -4.09205 2.24111 0.59282
C -4.80404 2.59771 -0.49730
C -4.31921 2.09520 -1.74847
C -3.02981 1.60024 -1.95706
H -2.48827 1.17036 1.48447
H -4.19026 2.82933 1.56572
H -5.78043 3.04415 -0.21381
H -4.70611 2.01024 -2.92833
H -2.80308 1.39185 -2.99916
*
```

Mulliken atomic charge list, values in e, 5 entries:
1. Li 0.461
2. C -1.130
3. C -0.518
4. N 0.153
5. C -1.429

=====

The following is a DFT calculation (wB97M-V/def2-TZVPD) of a cluster of 14 separate species, C5H42N3O13 in total.

Properties
- frontier orbital gap (eV) = 9.35
- ΔE to the lowest compared entry with this formula, charge and spin (kcal per mole) = 19.17
- LUMO energy (eV) = -2.33

Structure (ORCA input):
```
! RIJCOSX wB97M-V def2-TZVPD def2/J DEFGRID3
* xyz 1 1
C -0.63832 2.27680 -2.07477
C -0.59855 2.55181 -0.55957
C -1.95398 2.07044 0.07070
C -1.76728 1.45666 1.43616
N -2.57415 0.22477 1.83843
C -2.69017 -0.09282 3.24638
N -1.43760 -0.69338 3.73034
N 0.66309 1.72679 -2.55137
H -0.66620 3.17007 -2.77359
H -1.41127 1.55357 -2.23556
H -0.39529 3.62780 -0.62116
H 0.15161 2.05460 0.09172
H -2.67297 2.91045 0.15185
H -2.36897 1.34649 -0.67944
H -1.83377 2.25338 2.19774
H -0.71960 1.18620 1.57259
H -3.48684 0.48168 1.44266
H -3.53802 -0.80222 3.50827
H -2.78581 0.83308 3.86899
H -0.65669 -0.04821 3.62151
H -1.20014 -1.50248 3.13240
H 1.42364 2.35548 -2.21789
H 0.96366 0.78345 -2.21527
H 0.82386 1.61722 -3.58233
H 0.23185 -3.55766 -0.84433
H -0.23718 -2.07334 -0.29236
O 0.04240 -2.64472 -1.05512
H 2.92487 -1.39343 -1.92688
H 1.45300 -1.67426 -1.49132
O 2.04839 -1.05448 -1.94303
H 2.91541 0.21583 -1.02129
H 3.89069 0.85997 0.06547
O 3.40086 1.01027 -0.77871
H 0.75747 -0.78044 0.26383
H 0.57901 -1.37956 1.57369
O 1.31253 -1.03138 1.00730
H 3.13816 -0.01412 1.92945
H 2.21815 1.10227 1.52827
O 3.14941 0.92252 1.71341
H -3.34611 -3.24570 -1.36983
H -3.31420 -4.59252 -0.48175
O -3.64523 -3.70385 -0.55983
H 0.87228 3.09814 2.75300
H 1.67779 2.35922 3.68341
O 0.75009 2.38864 3.41140
H 4.84069 -2.29730 -0.51502
H 4.64966 -3.32943 -1.56433
O 4.25335 -2.50929 -1.25038
H -1.89367 -1.29360 1.18526
H -1.83477 -2.85786 1.15769
O -1.26931 -2.08749 1.06147
H 1.35437 0.20130 -5.69156
H 0.62317 -0.28939 -4.54841
O 0.74510 0.55263 -5.03867
H -5.52958 0.80327 -0.51589
H -4.82573 2.08348 -0.14278
O -4.64917 1.13170 -0.21356
H 1.41941 4.18996 -0.74904
H 2.80633 3.78042 -0.89371
O 2.05746 4.03206 -1.45294
H 1.45864 -3.98242 0.99997
H 1.20161 -5.24300 1.58796
O 0.71164 -4.61415 1.01244
*
```

Mulliken atomic charge list, values in e, 5 entries:
1. C -0.742
2. C -0.248
3. C -0.727
4. C -0.310
5. N -0.199

=====

The following is a DFT calculation (wB97M-V/def2-TZVPD) of an isolated molecule of C22H23F3N2O2.

Properties
- frontier orbital gap (eV) = 8.57
- ΔE to the lowest compared entry with this formula, charge and spin (kcal per mole) = 20.69
- LUMO energy (eV) = 0.06
- SMILES = CC(=O)Nc1ccc(CN2CCC[C@@H](C(=O)c3ccc(C(F)(F)F)cc3)C2)cc1

Structure (ORCA input):
```
! RIJCOSX wB97M-V def2-TZVPD def2/J DEFGRID3
* xyz 0 1
C -5.56749 -1.06257 0.14333
C -4.23438 -1.62873 -0.29596
O -4.06423 -2.19320 -1.35046
N -3.25992 -1.43383 0.64524
C -1.90609 -1.76117 0.58588
C -1.11012 -1.47316 1.69310
C 0.23648 -1.78101 1.68933
C 0.83032 -2.36304 0.57687
C 0.03191 -2.63696 -0.52714
C -1.31931 -2.35324 -0.53061
H -1.92760 -2.58715 -1.38813
H 0.47575 -3.09115 -1.40067
C 2.29506 -2.70589 0.54134
N 3.08508 -1.63104 -0.05570
C 3.36918 -0.58309 0.90603
H 4.04045 -0.95674 1.70157
C 4.01982 0.63908 0.23343
C 3.19386 1.90904 0.25050
O 3.73548 2.98235 0.39870
C 1.71228 1.84106 0.08942
C 1.04434 0.82851 -0.59456
C -0.33065 0.88117 -0.73877
C -1.04472 1.92771 -0.17229
C -0.39246 2.93908 0.52327
C 0.98143 2.89784 0.63516
H 1.51480 3.68226 1.15037
H -0.95780 3.75035 0.95601
C -2.54134 1.96634 -0.26477
F -3.12327 1.51771 0.87627
F -3.04186 1.21166 -1.24771
F -3.02288 3.20550 -0.44690
H -0.84755 0.10867 -1.28578
H 1.58354 -0.00706 -1.00985
C 4.42724 0.30140 -1.20982
C 5.19947 -1.01112 -1.18359
H 5.55396 -1.25453 -2.18529
C 4.30804 -2.14584 -0.65412
H 4.87766 -2.75710 0.06831
H 4.00761 -2.79933 -1.47782
H 6.07522 -0.89166 -0.54307
H 5.04801 1.10450 -1.60874
H 3.54907 0.19718 -1.84525
H 4.94149 0.89251 0.76973
H 2.42818 -0.29432 1.37881
H 2.65582 -2.94446 1.55660
H 2.42584 -3.59681 -0.07766
H 0.82547 -1.57816 2.57276
H -1.55496 -1.01314 2.56470
H -3.53683 -0.94628 1.48646
H -5.47531 0.00478 0.33103
H -5.90169 -1.55149 1.05623
H -6.30029 -1.22674 -0.64082
*
```

Mulliken atomic charge list, values in e, 5 entries:
1. C -1.305
2. C 0.820
3. O -0.637
4. N -0.052
5. C 1.001

=====

What is the LUMO energy in the first record? 0.28 eV

=====

Which value of LUMO energy does entry 3 give? -2.33 eV

=====

Which value of LUMO energy does entry 1 give? 0.28 eV